1.
Computed, not measured: a structure of composition C31H42AsFeN6OSSe at a distorted geometry, with the ωB97M-V functional and the def2-TZVPD basis.

The calculation puts the largest force on an atom at 2.5 eV/A. The net charge is +2. The spin multiplicity is 6. As for the expectation value of S²: 8.7727. The HOMO energy (alpha / beta) comes out at -12.972 / -12.921 eV.

Geometry as XYZ:
```
84
Properties=species:S:1:pos:R:3:forces:R:3:lowdin_charge:R:1
Se 0.670512 0.545308 0.300170 -0.3 -0.1 1.9 0.85
As -0.000990 3.587132 -2.675178 -1.3 0.7 0.4 1.04
Fe 1.741443 0.556171 -1.713172 -0.2 -0.6 -2.4 0.43
S 3.969835 0.471361 -1.165996 -0.2 0.7 0.0 0.67
O 1.146890 2.397880 -2.668599 1.2 -2.0 0.3 -0.59
N 3.308294 -2.126909 -1.034143 0.9 -1.5 0.9 0.01
N -1.499771 -0.409562 1.917942 0.4 0.8 -0.3 0.00
N 5.151897 -1.508004 0.161130 0.3 0.1 0.1 0.12
N -1.329454 1.793518 1.968691 0.3 -0.8 -0.4 0.00
N 0.551969 -0.634919 -3.380067 0.3 0.4 0.5 0.06
N 2.259390 -1.772733 -1.755546 -0.8 1.8 -0.7 -0.03
C 2.445071 -4.324125 -4.156537 0.0 0.1 0.3 -0.03
C -1.120349 -2.108772 -5.042371 0.0 0.4 0.1 -0.01
C 0.530467 4.980201 -1.426075 0.0 -0.2 -0.3 -0.17
C 0.114007 -1.955104 3.918027 -0.1 -0.2 -0.1 -0.24
C 0.491135 3.417776 2.479802 -0.1 -0.3 0.2 -0.19
C 0.614001 -1.977990 -3.391394 -0.6 0.3 -0.4 -0.20
C 1.678739 -2.570475 -2.593189 0.9 0.1 0.9 -0.17
C -0.252226 -2.746321 -4.173766 0.3 0.2 0.3 0.03
C 4.130412 -1.205670 -0.633558 -1.3 0.1 -0.8 -0.79
C 0.115573 -2.226336 2.414867 0.0 0.3 0.2 -0.19
C 0.361662 3.392883 4.003069 0.0 0.2 -0.1 -0.24
C 2.119938 -4.902836 -1.834909 -0.2 0.1 -0.2 -0.03
C 2.877782 -6.558972 -3.401035 0.0 0.0 0.0 -0.06
C -2.480890 1.463025 2.658996 -0.4 -0.8 0.2 -0.13
C 2.483669 -6.206523 -2.119034 0.1 -0.1 0.0 -0.06
C -3.684529 -0.585010 3.189196 0.0 -0.1 0.0 0.01
C -0.934760 -2.753492 4.681124 0.2 0.2 0.0 -0.08
C -1.158833 -1.795493 1.682287 0.5 -0.8 -0.2 -0.13
C -0.779651 0.650774 1.501645 -0.4 0.1 -0.5 -0.51
C -0.339409 4.322935 -4.443014 0.3 -0.1 0.3 -0.17
C -0.286589 -0.034789 -4.208995 -0.3 0.4 -0.2 -0.12
C -4.539281 1.589924 3.824082 0.2 0.1 -0.1 -0.04
C -0.813854 3.125926 1.731125 0.6 0.7 -0.3 -0.14
C 2.857148 -5.616808 -4.418015 0.0 -0.1 0.0 -0.06
C -3.466200 2.243263 3.252022 0.0 0.1 0.1 0.01
C -0.478917 4.541271 4.548255 0.1 -0.2 0.0 -0.09
C 2.090002 -3.955414 -2.857029 0.1 -0.4 0.1 -0.20
C -4.647808 0.198686 3.790505 0.1 -0.1 -0.1 -0.04
C -1.115838 -0.720095 -5.083402 0.0 -0.2 0.1 -0.02
C -2.587499 0.058412 2.627220 -0.3 0.9 0.3 -0.13
C -1.726300 2.844075 -2.108990 0.4 0.1 -0.2 -0.19
H -0.059638 2.441633 4.331010 0.1 -0.2 0.1 0.10
H -0.843041 -3.814406 4.459637 -0.1 -0.1 0.0 0.08
H 0.243429 -3.294259 2.246691 0.0 -0.1 -0.1 0.12
H -1.781416 -2.678263 -5.679582 0.0 0.0 0.0 0.13
H 1.814478 -4.625084 -0.838564 0.0 0.1 0.1 0.11
H -0.145788 5.486818 4.126722 0.0 0.2 0.0 0.08
H 1.101333 -2.216494 4.301640 0.0 0.1 0.0 0.12
H 0.829974 4.410811 2.178364 0.0 0.0 -0.1 0.12
H -0.216362 -3.822335 -4.104785 0.1 0.0 0.0 0.13
H -1.016759 -1.932735 0.604820 -0.2 0.0 0.1 0.12
H -2.370627 3.651527 -1.764674 0.0 0.0 0.0 0.05
H -0.029937 -0.889270 4.103819 0.1 0.1 0.0 0.10
H 1.251560 2.696185 2.168669 0.0 0.1 -0.1 0.08
H -0.381621 4.597282 5.628410 -0.1 0.1 0.1 0.08
H -0.228511 3.547706 -5.201451 0.0 -0.1 0.1 0.05
H 1.235945 5.648910 -1.921105 -0.1 -0.1 0.0 0.05
H -0.637718 3.230339 0.649625 -0.2 0.0 0.3 0.08
H -1.358804 4.706744 -4.458215 0.0 0.0 0.1 0.05
H -3.800413 -1.654305 3.140811 0.0 -0.2 0.0 0.11
H -5.510810 -0.269733 4.235964 -0.1 -0.1 0.0 0.12
H 1.034310 4.518532 -0.575192 -0.1 -0.1 -0.1 0.03
H 5.337757 -2.471789 0.390886 0.0 0.0 -0.1 0.13
H -5.318577 2.163218 4.299270 -0.1 0.1 0.0 0.12
H 3.158766 -5.893104 -5.415571 0.0 0.0 -0.1 0.11
H 1.366757 3.462171 4.421648 0.0 -0.1 0.0 0.12
H -3.412099 3.319327 3.256031 0.0 0.1 0.0 0.11
H -2.194761 2.348799 -2.962642 0.1 0.1 0.1 0.04
H 5.830384 -0.804769 0.394984 0.0 0.0 0.0 0.10
H 3.204556 -7.566750 -3.606636 0.0 -0.1 0.0 0.11
H -1.577788 3.839194 2.038666 -0.1 -0.1 -0.1 0.13
H 0.352366 5.133394 -4.666177 0.0 0.0 0.1 0.05
H -0.792145 -2.615843 5.749760 -0.1 0.0 0.1 0.08
H -0.336979 5.547468 -1.094892 0.0 0.0 0.0 0.05
H -1.584955 2.114506 -1.310419 0.1 0.1 0.0 0.01
H -1.941770 -2.426259 4.435692 -0.2 0.0 0.0 0.05
H -1.533431 4.409416 4.322188 -0.2 0.1 0.0 0.05
H -2.001083 -2.404252 2.003521 -0.1 0.1 -0.1 0.13
H 2.465612 -6.951943 -1.338705 0.0 0.0 0.1 0.11
H -0.276731 1.050729 -4.165250 0.0 -0.2 -0.1 0.08
H -1.739362 -0.173115 -5.772698 -0.1 0.0 0.0 0.12
H 0.971826 -1.715745 1.968674 0.0 -0.1 -0.1 0.07
H 2.425387 -3.588425 -4.947088 0.0 0.1 -0.1 0.12
```
Forces are in eV/Å.



2.
Computed, not measured: a structure of composition C31H42F6N5O4PTl, with the ωB97M-V functional and the def2-TZVPD basis.

The calculation puts the largest force on an atom at 0.6 eV/A. The net charge is +2. Its energy above the lowest of the compared OMol25 structures with the same formula, charge and spin is 0.0000 eV. The spin multiplicity is 2. As for the expectation value of S²: 0.7695. The HOMO energy (alpha / beta) comes out at -13.086 / -12.970 eV.

Geometry as XYZ:
```
90
Properties=species:S:1:pos:R:3:forces:R:3:lowdin_charge:R:1
Tl -1.203403 1.168166 -0.087574 -0.1 0.1 -0.6 1.23
P -2.448478 -2.004460 0.417081 -0.3 0.0 0.2 0.21
F -3.714146 -2.398841 1.262075 0.0 0.0 0.0 -0.08
F -3.170362 -2.213311 -0.964889 0.0 0.0 -0.1 -0.08
F -1.105695 -1.406514 -0.377080 0.0 0.0 -0.2 -0.21
F -1.812800 -3.443920 0.433881 0.1 0.0 0.0 -0.08
F -1.643937 -1.615612 1.809062 -0.1 -0.3 0.0 -0.18
F -2.986225 -0.387529 0.411278 0.0 -0.1 0.1 -0.23
O 2.609733 1.796206 1.314753 -0.2 0.1 -0.1 -0.03
O -3.207808 2.589933 0.350194 0.0 0.1 0.4 -0.06
O -0.356638 -0.328196 -5.184655 -0.1 0.0 -0.1 -0.10
O 4.617870 -2.230359 -2.239889 0.2 0.0 0.0 -0.09
N -0.908406 1.414192 4.177214 0.0 0.0 0.2 -0.03
N 0.497642 -0.217431 -2.828486 -0.4 0.0 0.1 0.19
N -0.792080 0.953710 1.921454 0.0 -0.1 0.3 0.05
N 2.185938 -1.471333 -1.926345 0.0 -0.1 0.1 0.19
N 1.162770 0.154324 -0.611595 0.5 0.1 -0.2 0.10
C 1.776245 -3.911998 -4.726152 0.0 0.0 -0.1 -0.06
C -5.485553 3.203156 0.479675 0.0 0.0 0.1 0.02
C -0.458204 -1.029606 4.560361 0.0 0.0 0.0 -0.04
C 1.232924 -0.546947 -1.766017 -0.1 0.3 0.0 -0.31
C 1.512897 -1.743725 0.874808 0.1 0.1 0.0 -0.01
C -0.219226 3.196615 2.646524 0.0 -0.1 0.0 0.03
C 2.354877 2.582322 0.136569 0.0 -0.1 0.1 -0.01
C -1.166554 0.393386 -4.368501 0.1 -0.1 -0.3 -0.21
C -0.703705 -0.422550 -6.573045 0.0 0.0 0.1 -0.02
C -0.661641 1.792523 2.937844 0.0 0.2 -0.2 -0.38
C 3.093785 -4.317642 -4.851498 0.1 0.0 0.0 -0.04
C 2.693985 -1.378135 2.931641 0.0 0.0 0.0 -0.02
C -0.725759 0.477925 -3.034221 0.1 0.0 0.0 -0.15
C 2.419599 -2.396852 -2.977087 -0.2 0.0 -0.2 -0.13
C 3.750160 -2.816726 -3.101852 0.1 0.1 0.0 -0.22
C 4.084243 -3.776800 -4.041088 0.0 -0.1 -0.1 0.01
C -1.513431 1.202027 -2.149187 0.0 0.0 0.4 -0.20
C -2.700499 1.817096 -2.547145 0.2 -0.1 -0.3 -0.10
C 1.675459 -0.358216 0.524999 -0.1 -0.4 0.0 -0.20
C -0.545529 2.258790 5.337942 0.1 -0.1 0.0 -0.16
C -1.488251 0.085069 4.458431 0.1 0.0 0.0 -0.16
C 2.338747 0.505879 1.469081 0.0 0.0 0.0 -0.20
C -3.098642 1.719603 -3.866682 0.0 0.1 0.0 -0.03
C 5.997290 -2.617753 -2.316712 -0.2 0.0 0.0 -0.03
C -2.334698 1.006430 -4.777939 -0.1 0.0 0.0 0.02
C -4.229082 2.613821 1.033851 -0.1 0.0 -0.2 -0.43
C 2.832645 -0.041367 2.658009 0.0 -0.1 0.2 0.01
C 1.433364 -2.955430 -3.785739 0.0 0.0 0.2 -0.01
C 0.921658 2.144994 5.727391 0.0 0.0 0.0 -0.04
C 2.009114 -2.241549 2.035684 0.1 0.1 0.1 -0.03
C -4.287652 2.023656 2.410172 -0.1 0.0 -0.1 0.02
H -2.662841 0.917774 -5.803249 0.0 0.0 0.0 0.12
H 0.080500 -1.010361 -7.036750 0.0 0.0 0.0 0.10
H -5.003654 2.551789 3.036942 0.0 0.0 0.0 0.10
H 2.821404 3.540462 0.337950 0.0 0.0 0.0 0.11
H -0.973663 -1.979573 4.700320 0.0 0.0 0.0 0.10
H 2.797089 2.128684 -0.745580 0.0 -0.1 0.0 0.10
H 1.579478 2.398154 4.892840 0.0 0.0 0.0 0.07
H -2.041599 0.178568 5.389675 0.0 0.0 0.0 0.13
H -4.632349 0.988323 2.308935 0.0 0.0 0.0 0.11
H -4.013287 2.198817 -4.191174 0.0 0.0 0.0 0.12
H -1.177011 1.935264 6.161602 0.0 0.0 0.0 0.13
H 6.109177 -3.678772 -2.095815 0.0 0.0 0.0 0.10
H 5.107510 -4.104010 -4.149015 0.0 0.0 0.0 0.12
H -2.218771 -0.143343 3.681215 0.0 0.0 0.0 0.11
H 6.514683 -2.029526 -1.567591 0.0 0.0 0.0 0.10
H 1.165049 1.136284 6.060975 0.0 0.0 0.0 0.07
H -3.307191 2.017845 2.875703 0.1 0.0 0.0 0.06
H -0.808903 3.291782 5.129177 0.0 0.0 0.0 0.11
H 0.390938 -2.695739 -3.658095 0.0 0.1 0.0 0.12
H -0.802265 3.932678 3.194805 0.0 0.0 0.0 0.10
H 0.213194 -0.876494 5.404631 0.0 0.0 0.0 0.08
H 6.400474 -2.393066 -3.303426 0.0 0.0 0.0 0.10
H 3.357831 -5.078376 -5.574445 0.0 0.0 0.0 0.12
H 0.137358 -1.108920 3.648441 -0.1 0.0 0.1 0.05
H -1.662008 -0.927192 -6.692010 0.0 0.0 0.0 0.11
H -5.865738 3.973326 1.154797 0.0 0.0 0.0 0.11
H 2.931764 -1.451475 -1.242531 0.0 -0.1 0.0 0.15
H 1.137475 2.831451 6.546294 0.0 0.0 0.0 0.09
H 1.288814 2.726325 -0.024254 0.0 0.0 0.0 0.06
H 3.099715 -1.774828 3.855057 0.0 0.0 -0.1 0.13
H -0.736741 0.568433 -7.025002 0.0 0.0 0.0 0.11
H -6.249894 2.420241 0.437755 0.0 0.0 0.0 0.11
H 1.009270 -4.351966 -5.348769 0.0 0.0 0.0 0.12
H -1.047242 -0.010224 2.134911 0.1 0.1 0.2 0.03
H 0.813430 -0.628881 -3.700091 0.0 -0.1 -0.1 0.13
H 0.922913 -2.365659 0.213170 0.1 0.0 0.0 0.12
H -5.325522 3.617668 -0.510963 0.0 0.0 0.0 0.09
H 0.830381 3.328721 2.917553 0.0 0.0 0.0 0.10
H 3.350582 0.624148 3.336945 0.0 0.0 0.0 0.13
H 1.860521 -3.283976 2.286253 0.0 0.1 0.0 0.13
H -3.300372 2.360440 -1.836516 0.0 0.0 0.0 0.08
H -0.323044 3.398184 1.582733 0.0 0.0 0.0 0.07
```
Forces are in eV/Å.



Which formula does entry 1 have? C31H42AsFeN6OSSe



What is the formula in the first record? C31H42AsFeN6OSSe